The molecule C3H5NO at a distorted geometry. Source: OMol25; level of theory: the ωB97M-V functional and the def2-TZVPD basis.

ORCA input file:
```
! wB97M-V def2-TZVPD RIJCOSX def2/J DEFGRID3
* xyz 0 1
C -1.5685 0.8127 -0.2623
C -0.5227 0.2325 0.2593
C 0.9368 0.5141 0.0947
N 1.7321 -0.5981 -0.1986
O 1.5077 1.5882 0.1530
H -2.5060 0.4609 -0.0759
H -1.5460 1.6413 -0.8687
H -0.7845 -0.6129 0.8878
H 1.6095 -1.6146 -0.3066
H 2.6987 -0.2602 -0.3083
*
```

Computed properties:
**E_LUMO**: 0.953 eV
**HOMO-LUMO gap**: 11.03 eV
**Structure (SMILES)**: C=CC(N)=O
**Total energy**: -247.28143 Ha
**Largest force on an atom**: 2.72 eV/A

Atomic partial charges in e from the natural (NBO) method, atoms 1 to 5:
1 C -0.304
2 C -0.290
3 C 0.643
4 N -0.856
5 O -0.592



The molecule C11H11F3N4O8S at a distorted geometry. Source: OMol25; level of theory: the ωB97M-V functional and the def2-TZVPD basis.

ORCA input file:
```
! wB97M-V def2-TZVPD RIJCOSX def2/J DEFGRID3
* xyz 0 1
C -2.6602 3.8033 3.3459
C -1.4270 3.0418 3.7535
O -0.7864 2.5702 2.5291
C 0.0038 1.4897 2.6060
O 0.1054 0.7700 3.5858
C 0.7968 1.2772 1.3300
N 0.6417 -0.1492 0.7618
C 0.4157 -0.2601 -0.7035
C 1.1197 -1.5059 -1.2424
S 2.9012 -1.5088 -1.0694
O 3.3382 -2.7515 -0.4748
O 3.2178 -0.2588 -0.3902
C 3.6716 -1.4169 -2.8200
F 5.0106 -1.4202 -2.6849
F 3.2849 -2.4838 -3.5509
F 3.2835 -0.2901 -3.4514
C 0.4789 -2.6246 -1.6978
C -0.9257 -2.6680 -1.9119
N -1.5474 -3.9331 -2.1777
O -2.7905 -4.0257 -2.2499
O -0.7898 -4.9293 -2.2867
C -1.6071 -1.4197 -1.8252
N -2.7652 -1.0869 -2.4874
O -2.8433 0.2475 -2.3799
N -1.7234 0.7924 -1.5629
O -1.6124 2.0014 -1.5165
C -1.0320 -0.3221 -1.1512
H -3.1235 4.3024 4.1986
H -2.4440 4.5675 2.5973
H -3.4117 3.1265 2.9343
H -0.7215 3.7027 4.2682
H -1.6847 2.1966 4.3922
H 0.4795 1.9630 0.5502
H 1.8607 1.4442 1.5584
H 1.5033 -0.6442 1.0403
H -0.0990 -0.6959 1.2015
H 0.8430 0.6480 -1.1671
H 1.0385 -3.5497 -1.8512
*
```

Computed properties:
**E_LUMO**: -0.768 eV
**HOMO-LUMO gap**: 7.48 eV
**Structure (SMILES)**: CCOC(=O)C[NH2+][C@H]1C(S(=O)(=O)C(F)(F)F)=CC(=[N+]([O-])[O-])c2no[n+]([O-])c21
**Total energy**: -1944.18162 Ha
**Largest force on an atom**: 3.53 eV/A

Atomic partial charges in e from the natural (NBO) method, atoms 1 to 5:
1 C -0.630
2 C -0.078
3 O -0.491
4 C 0.766
5 O -0.576